The following is a quantum chemistry calculation of a molecular structure, C30H42N9O3S2Sn at a distorted geometry, from OMol25.

ORCA input file:
```
! RIJCOSX wB97M-V def2-TZVPD def2/J DEFGRID3
* xyz 3 1
Sn -0.098 0.024 -0.150
N -1.113 -0.691 2.316
N -1.363 -2.044 2.516
C -0.953 -2.978 1.651
N -1.245 -4.238 1.920
S -0.045 -2.626 0.247
H -0.771 -0.288 3.181
H -1.949 -0.184 2.044
H -1.953 -2.314 3.287
H -1.770 -4.517 2.735
H -0.927 -4.968 1.303
N -0.132 8.736 -1.433
C -0.127 7.433 -1.248
C -0.764 6.566 -2.198
C -0.706 5.224 -2.028
C -0.048 4.694 -0.891
C 0.564 5.528 0.069
C 0.531 6.876 -0.101
S 0.250 2.948 -0.727
O 1.648 2.759 -0.483
O -0.306 2.274 -1.894
N -0.567 2.368 0.586
C -1.973 2.532 0.499
N -2.755 1.482 0.791
C -4.081 1.657 0.729
C -4.667 2.850 0.361
C -3.786 3.871 0.058
N -2.467 3.719 0.147
H -0.571 9.153 -2.245
H 0.344 9.363 -0.794
H -1.274 6.995 -3.053
H -1.148 4.548 -2.750
H 1.085 5.084 0.910
H 1.015 7.536 0.611
H -4.692 0.791 0.962
H -5.738 2.975 0.298
H -4.139 4.848 -0.263
C 5.467 0.342 4.603
C 5.621 0.367 3.081
C 6.480 -0.834 2.649
C 6.305 1.683 2.667
C 4.278 0.301 2.372
C 3.059 0.389 3.045
C 1.884 0.321 2.329
N 1.860 0.172 1.001
C 3.014 0.133 0.322
C 4.222 0.184 0.982
C 2.888 0.055 -1.148
C 3.953 0.213 -2.004
C 3.776 0.172 -3.390
C 2.479 -0.050 -3.851
C 1.453 -0.193 -2.945
N 1.651 -0.149 -1.624
C 4.962 0.357 -4.317
C 5.928 -0.821 -4.088
C 4.543 0.379 -5.787
C 5.662 1.682 -3.975
H 6.456 0.328 5.061
H 4.938 -0.553 4.942
H 4.951 1.231 4.978
H 7.419 -0.828 3.204
H 6.726 -0.804 1.585
H 5.970 -1.777 2.859
H 7.253 1.784 3.197
H 5.682 2.545 2.919
H 6.511 1.711 1.593
H 3.018 0.502 4.119
H 0.929 0.400 2.825
H 5.143 0.128 0.419
H 4.940 0.388 -1.600
H 2.259 -0.106 -4.907
H 0.435 -0.340 -3.281
H 5.432 -1.778 -4.267
H 6.330 -0.824 -3.071
H 6.766 -0.743 -4.782
H 4.125 -0.579 -6.108
H 5.421 0.570 -6.403
H 3.822 1.175 -5.994
H 6.081 1.680 -2.966
H 4.970 2.525 -4.058
H 6.483 1.849 -4.674
C -2.852 -0.272 -2.717
O -1.812 -0.828 -1.870
H -3.504 -1.066 -3.077
H -2.425 0.264 -3.563
H -3.430 0.417 -2.108
H -1.438 -1.602 -2.311
*
```

## Properties
largest force on an atom	1.304	eV Å⁻¹
HOMO energy (spin up / spin down)	-16.34 / -15.30	eV
molecular weight	759.6	g mol⁻¹
E_tot	-2896.71543	hartree
gap between HOMO and LUMO (spin up / spin down)	6.7859 / 4.8323	eV